Record 1
The molecule C8H10NP, computed with ωB97M-V/def2-TZVPD.

Output
* ΔE to the lowest compared entry with this formula, charge and spin: 28.2 kcal/mol
* E: -19234.6125 eV
* total charge: 0
* orbital gap: 7.77 eV
* SMILES: CP1C=c2[nH]ccc2=CC1

Structure (XYZ):
```
20
Properties=species:S:1:pos:R:3:forces:R:3:nbo_charge:R:1
C -2.18079 -0.63514 -1.14338 -0.6 -1.4 0.8 -0.9238
P -1.86131 -0.65256 0.69347 -0.6 0.2 -0.2 0.8192
C -0.30249 -1.46894 0.57024 1.4 -3.6 0.2 -0.5841
C 0.87869 -0.85548 0.55341 0.6 0.4 -0.5 0.1455
N 2.14803 -1.44157 0.25111 0.7 1.3 -0.6 -0.6139
C 3.13158 -0.40978 0.02576 -3.7 -1.2 1.0 -0.0021
C 2.52702 0.73946 0.24567 -1.2 1.7 -0.1 -0.2743
C 1.05235 0.63093 0.51863 2.4 -1.0 -0.4 -0.0958
C 0.08412 1.54724 0.60142 -1.0 0.6 0.2 -0.1682
C -1.27336 1.08881 1.06664 -1.0 0.4 1.2 -0.7503
H -3.04618 -0.03830 -1.28946 -0.8 0.8 -0.4 0.2200
H -2.45352 -1.65980 -1.50966 0.4 0.8 0.5 0.2348
H -1.33515 -0.26918 -1.66602 0.7 0.4 -0.7 0.2217
H -0.20674 -2.64849 0.42105 -0.7 2.6 0.3 0.2296
H 2.52549 -2.32352 0.50893 -0.7 -0.7 0.4 0.4009
H 4.02611 -0.63572 -0.45758 1.5 -0.3 -0.2 0.2149
H 2.96753 1.66974 0.06768 0.7 1.3 -0.2 0.2092
H 0.15867 2.65633 0.65438 0.7 -1.0 -0.5 0.2198
H -0.98445 1.05345 2.19666 -1.6 0.1 -1.4 0.2507
H -2.23109 1.78467 0.84234 2.5 -1.3 0.7 0.2462
```
Positions in Å, forces in eV/Å.

Record 2
A 3-piece molecular cluster, C14H32ClN6O5P3S overall, computed with ωB97M-V/def2-TZVPD.

Output
* E: -85430.6160 eV
* total charge: 0
* orbital gap: 7.58 eV
* SMILES: C=C[C@@]1(P(O)Cl)OC(=O)[C@@H](CC(N)(N)N)[C@@]1([PH2]=N)[PH2]=S.CN(C)C=O.CN(C)C=O

Structure (XYZ):
```
62
Properties=species:S:1:pos:R:3:forces:R:3:nbo_charge:R:1
C 0.71288 -1.97074 2.20262 -0.6 1.4 -2.9 -0.3539
C 0.34065 -1.29532 0.91037 0.4 -1.3 1.9 -0.2847
C -0.06886 0.32224 0.80479 1.8 -2.4 0.8 -0.1312
P -1.53311 0.75640 1.95391 -2.0 1.9 0.8 1.1660
O -1.02986 1.13361 3.57947 1.4 -0.7 -2.0 -0.9806
Cl -2.69394 -1.04272 2.10125 1.3 0.5 0.3 -0.3147
O 1.13605 0.93963 1.41751 1.1 -0.6 -3.6 -0.5775
C 2.18967 0.80304 0.36217 5.8 -0.5 4.3 0.7899
O 3.43164 0.73928 0.84750 -8.0 0.7 -3.7 -0.5336
C 1.58491 0.81744 -1.16037 -1.0 0.9 1.6 -0.3375
C 1.91380 -0.40692 -2.19890 -0.3 0.2 -0.5 -0.4381
C 3.42309 -0.39396 -2.83877 1.3 -1.1 -1.1 0.4309
N 3.61198 -1.77615 -3.49841 0.4 0.5 1.5 -0.8513
N 3.59087 0.60764 -4.00021 -0.7 -0.4 1.9 -0.8641
N 4.54620 -0.27024 -1.82744 -0.3 0.2 -1.1 -0.8754
C -0.01799 1.00729 -0.72014 1.4 -1.1 0.9 -0.6561
P -0.18422 2.92370 -0.51465 -4.5 1.4 0.8 1.2220
N -1.69707 3.39612 -0.10910 2.2 0.1 -1.3 -1.2742
P -1.36982 0.23374 -1.82490 -0.9 0.8 -0.1 0.8242
S -3.19755 0.60456 -1.25001 0.8 -0.4 -0.1 -0.5100
H 1.76379 -2.52643 2.30944 -3.1 0.3 -0.7 0.2718
H 0.03308 -1.94277 3.16022 1.8 1.0 -1.7 0.2281
H 0.32044 -1.90535 -0.08924 1.2 1.4 1.9 0.2126
H -0.12805 1.56907 3.61260 -1.3 -0.9 -0.2 0.5041
H 1.83807 1.92629 -1.51958 0.2 -2.7 0.1 0.2488
H 1.16374 -0.27644 -3.11866 1.6 -0.2 1.9 0.2223
H 1.66427 -1.47906 -1.75205 0.7 2.5 -0.6 0.2524
H 4.57885 -1.79947 -3.94196 -1.7 0.3 0.7 0.3719
H 3.62497 -2.47515 -2.69779 0.0 1.0 -1.3 0.3525
H 2.65568 0.82994 -4.40646 1.3 0.0 0.5 0.3682
H 4.10650 1.45902 -3.68717 -1.0 -0.9 -0.4 0.3682
H 4.97790 0.68077 -1.81621 -0.5 -1.3 0.1 0.3704
H 5.27547 -1.02681 -1.96359 -1.3 1.6 0.0 0.3820
H 0.15953 3.54365 -1.76922 0.7 -0.7 0.6 -0.0170
H 0.68001 3.42189 0.54549 0.3 -1.1 -1.1 0.0132
H -2.08175 4.03764 -0.83866 0.3 -0.9 0.7 0.3772
H -1.08548 -1.18973 -1.92657 0.4 1.1 0.0 0.0116
H -1.19517 0.80275 -3.16533 0.5 -0.7 1.0 0.0012
C 4.00819 -0.81343 6.35207 0.1 0.0 -0.2 -0.3984
N 3.91614 -1.65367 5.17652 -1.3 -0.9 0.0 -0.4303
C 4.95060 -1.55985 4.16735 -0.1 -0.2 -0.3 -0.4218
C 2.87627 -2.53915 4.98793 0.8 0.5 -0.1 0.5350
O 2.73749 -3.27669 4.02064 0.4 0.5 0.6 -0.6383
H 4.00793 0.23467 6.03879 0.0 0.0 0.2 0.1979
H 4.94098 -1.03971 6.87665 -0.1 0.2 0.1 0.1959
H 3.16571 -0.98624 7.02742 0.1 0.0 -0.2 0.2126
H 4.49427 -1.27170 3.21557 0.2 0.0 0.0 0.2252
H 5.42270 -2.53976 4.04928 0.1 0.2 -0.1 0.2119
H 5.70345 -0.82036 4.45352 -0.2 -0.1 0.0 0.2065
H 2.14642 -2.53024 5.81424 0.1 0.1 0.0 0.1147
C -8.43651 0.22776 -1.74361 0.2 0.1 -0.1 -0.3979
N -7.69634 0.69377 -2.89745 -0.9 0.2 -1.2 -0.4370
C -6.26249 0.86414 -2.78616 0.0 0.1 -0.3 -0.4176
C -8.31263 0.97985 -4.09717 0.8 0.0 0.3 0.5273
O -7.74879 1.37630 -5.10899 -0.2 -0.3 0.9 -0.6222
H -8.29562 0.93699 -0.92276 -0.1 -0.2 0.1 0.1966
H -8.05365 -0.75405 -1.45045 -0.2 0.1 0.2 0.1959
H -9.50377 0.14470 -1.96679 0.2 0.0 0.0 0.2083
H -6.01037 1.90728 -2.99940 0.2 -0.2 0.0 0.2145
H -5.76960 0.22461 -3.52446 0.1 0.1 0.2 0.2141
H -5.91892 0.60014 -1.78227 -0.2 0.0 -0.2 0.2126
H -9.40265 0.81616 -4.07240 0.0 0.0 0.1 0.1048
```
Positions in Å, forces in eV/Å.

Record 3
A 2-piece molecular cluster, C23H22ClO6 overall, computed with ωB97M-V/def2-TZVPD.

Output
* E: -49016.8457 eV
* total charge: -1
* orbital gap: 4.00 eV

Structure (XYZ):
```
52
Properties=species:S:1:pos:R:3:forces:R:3:nbo_charge:R:1
C 4.35069 -2.15476 0.63256 0.4 -0.1 0.2 -0.6202
C 3.12797 -2.68360 -0.07031 -0.3 0.2 0.2 -0.0736
O 1.97367 -2.34731 0.72131 1.0 -0.2 -0.4 -0.5427
C 0.84709 -2.94521 0.22172 -2.2 0.0 0.4 0.7266
C -0.35490 -2.48620 0.87895 1.7 -0.3 -0.3 -0.5758
C -1.63293 -2.94128 0.54504 -0.8 -0.3 -0.3 0.1198
C -1.83342 -3.94631 -0.45889 -0.6 0.1 0.0 -0.3329
C -3.10608 -4.30309 -0.87267 0.4 1.5 1.6 -0.0287
Cl -3.27254 -5.50904 -2.07235 -0.2 -0.7 -0.7 -0.0352
C -4.24074 -3.68959 -0.31971 -0.2 -0.2 -0.2 -0.3637
C -4.07124 -2.75494 0.71513 0.1 -0.3 -0.2 -0.2118
C -2.81083 -2.41342 1.16848 0.3 0.1 -0.1 -0.3194
O 0.93296 -3.77275 -0.69362 0.5 0.3 0.2 -0.7268
H 5.20345 -2.12773 -0.05607 -0.1 0.0 0.1 0.1952
H 4.18680 -1.14896 1.02883 0.0 -0.1 -0.1 0.2055
H 4.62385 -2.82317 1.45708 0.0 0.2 0.0 0.1983
H 3.00378 -2.23058 -1.06011 0.1 -0.1 0.0 0.1746
H 3.18400 -3.77126 -0.19102 0.0 0.3 -0.1 0.1915
H -0.21463 -1.75553 1.66231 -0.1 0.1 0.1 0.1899
H -0.96215 -4.39765 -0.90213 -0.1 0.0 0.0 0.2619
H -5.22356 -3.96520 -0.69315 0.1 0.1 0.2 0.1981
H -4.95896 -2.30365 1.16466 0.2 -0.1 -0.1 0.1910
H -2.68173 -1.71273 2.00557 -0.1 -0.2 -0.4 0.1880
C 2.50504 4.28311 0.42004 0.0 0.1 0.0 -0.6659
C 2.89000 2.83698 0.67271 0.1 -0.8 0.0 0.5272
C 4.41082 2.65679 0.72818 -0.3 -0.1 0.1 -0.6271
O 2.36273 2.36887 1.93230 -0.6 0.5 -0.4 -0.5184
C 0.98664 2.27979 2.02267 -0.2 -0.5 0.7 0.7886
O 0.45696 2.19790 3.10707 0.7 0.3 -0.8 -0.5649
C 0.23831 2.17961 0.73371 0.2 -0.8 0.1 -0.3704
C -1.10908 1.97391 0.78697 1.1 0.5 0.0 0.0349
C -1.99203 1.89979 -0.36249 -0.9 0.0 -1.0 -0.1333
C -1.82153 2.68465 -1.53640 -0.1 -0.4 0.6 -0.1394
C -2.69119 2.53366 -2.61332 0.1 0.0 0.3 -0.2339
C -3.70473 1.56646 -2.57119 0.1 -0.2 0.2 -0.1874
C -3.88230 0.78202 -1.42366 -0.2 0.3 -0.4 -0.2205
C -3.08678 1.01046 -0.31068 0.6 0.2 0.4 -0.0937
C 1.05163 1.74570 -0.44722 -0.5 -0.5 -1.2 0.7679
O 0.60066 1.12021 -1.38307 0.9 1.0 1.0 -0.5340
O 2.40599 1.97582 -0.38229 -0.3 0.4 0.4 -0.5159
H 1.41281 4.39680 0.38897 0.3 0.1 0.0 0.2278
H 2.92458 4.90441 1.22066 -0.2 -0.1 -0.1 0.2245
H 2.94209 4.60521 -0.53241 -0.2 -0.1 0.2 0.2258
H 4.67939 1.60914 0.90481 -0.2 0.2 0.0 0.2406
H 4.86052 2.97933 -0.21513 -0.2 -0.1 0.1 0.2200
H 4.82700 3.26847 1.53455 -0.2 -0.1 -0.1 0.2181
H -1.51581 1.85425 1.79242 -0.1 0.2 -0.2 0.2414
H -1.00740 3.41028 -1.57715 -0.2 -0.2 0.0 0.2075
H -2.56571 3.17033 -3.49234 -0.1 -0.3 0.2 0.2101
H -4.35196 1.41976 -3.44122 0.2 0.0 0.3 0.2113
H -4.64392 -0.00112 -1.39477 0.2 0.3 0.0 0.2289
H -3.25328 0.47136 0.62669 0.0 -0.1 -0.5 0.2207
```
Positions in Å, forces in eV/Å.